A molecular structure, C41H29Cl5F9N2O7P2STi, computed with ωB97M-V/def2-TZVPD.

```
97
Properties=species:S:1:pos:R:3:forces:R:3
Ti 0.1399 -0.0349 -0.1489 -0.005 0.160 -0.911
Cl 1.1155 3.8951 1.6847 -0.082 0.008 0.011
C -0.5223 3.4101 1.9854 0.084 0.046 -0.075
C -1.0948 2.4491 1.1441 -0.155 -0.111 -0.051
C -2.4295 2.0957 1.4033 -0.253 0.034 0.028
Cl -3.2294 0.9764 0.3621 0.119 0.066 0.077
C -3.1290 2.6350 2.4774 0.090 0.136 0.106
Cl -4.7581 2.1708 2.7914 -0.047 -0.040 -0.026
C -2.5162 3.5672 3.3170 0.046 -0.077 -0.112
Cl -3.3727 4.2297 4.6596 -0.034 0.029 0.050
C -1.2065 3.9613 3.0605 -0.089 -0.023 -0.001
Cl -0.4412 5.1153 4.0913 0.028 0.029 0.020
O -1.5156 -2.7015 2.4355 0.050 0.011 0.000
C -1.3299 -2.1842 1.3437 -0.023 0.037 0.084
O -0.7048 -1.0313 1.2424 -0.035 0.129 0.000
C -1.7853 -2.8293 0.0830 -0.163 -0.202 -0.027
C -2.6354 -3.9337 0.2661 0.171 0.260 -0.127
C -3.1301 -4.5689 -0.8436 -0.224 -0.246 0.052
C -2.7745 -4.2155 -2.1372 0.170 0.207 -0.031
C -1.8719 -3.1654 -2.3442 -0.017 -0.156 0.030
C -1.4238 -2.3782 -1.2108 0.026 -0.017 0.009
O -0.7407 -1.2782 -1.3857 -0.047 -0.138 -0.022
N -1.4429 -2.9640 -3.6531 -0.072 0.034 0.100
O -0.3792 -2.2920 -3.8973 0.098 0.091 -0.002
O -2.0656 -3.5563 -4.5919 -0.021 -0.005 -0.006
N -4.0499 -5.6897 -0.6533 0.118 0.014 0.045
O -4.3339 -6.0285 0.4863 -0.026 0.014 0.102
O -4.4931 -6.2561 -1.6377 -0.057 -0.017 -0.144
H -2.8953 -4.2347 1.2666 -0.022 -0.025 0.010
H -3.1370 -4.7461 -2.9992 -0.039 -0.039 -0.004
C 0.9979 0.7548 3.6496 -0.020 0.020 -0.025
C 1.5043 -0.6146 3.2085 -0.021 -0.032 -0.036
P 2.0556 -0.6406 1.4597 0.275 0.083 0.157
C 2.4707 -2.4178 1.2248 -0.070 -0.035 0.062
C 3.6968 -2.9926 1.9230 0.038 -0.021 0.027
C 3.6175 0.3434 1.4985 0.006 -0.004 -0.042
C 4.5255 0.2550 2.7233 -0.006 -0.004 0.022
H 0.7300 0.7457 4.7076 0.002 -0.009 0.015
H 0.1062 1.0217 3.0802 0.048 -0.035 0.020
H 1.7374 1.5453 3.4951 -0.008 -0.031 0.006
H 0.6923 -1.3425 3.2672 -0.002 -0.002 -0.003
H 2.3211 -0.9658 3.8453 -0.005 0.007 0.001
H 2.5308 -2.6045 0.1530 0.036 0.032 -0.071
H 1.5621 -2.9326 1.5581 0.015 0.008 0.001
H 4.6154 -2.5521 1.5318 0.008 0.012 -0.012
H 3.7544 -4.0695 1.7520 0.002 0.003 -0.004
H 3.6743 -2.8279 3.0019 -0.024 0.008 0.000
H 3.2826 1.3769 1.3718 -0.017 -0.020 0.011
H 4.1716 0.1138 0.5840 -0.018 -0.020 0.044
H 3.9897 0.5280 3.6336 0.002 0.010 -0.015
H 5.3614 0.9504 2.6184 0.003 -0.005 -0.013
H 4.9383 -0.7420 2.8691 -0.011 -0.017 -0.009
F 1.0996 -0.3409 -8.7639 0.017 -0.038 0.000
C 0.4492 0.5532 -7.9870 -0.006 0.018 -0.070
F -0.8603 0.3938 -8.2207 -0.044 -0.015 0.011
F 0.7795 1.7722 -8.4877 0.016 0.044 0.001
C 0.8171 0.4288 -6.5438 0.029 -0.004 0.066
C -0.1492 0.4180 -5.5588 -0.027 -0.031 0.030
C 0.2231 0.3392 -4.2207 0.011 -0.043 -0.037
C 1.5634 0.2781 -3.8745 -0.036 0.040 0.054
C 2.5305 0.2543 -4.8822 -0.018 -0.003 -0.063
C 2.1664 0.3363 -6.2102 0.012 0.012 0.012
P 2.0519 0.1419 -2.1116 0.052 -0.347 0.126
C 3.0714 -1.3945 -2.1919 0.044 0.124 0.012
C 4.3512 -1.5358 -1.6614 0.045 -0.031 0.043
C 4.9560 -2.7831 -1.5792 -0.034 0.012 0.002
C 4.2752 -3.9040 -2.0267 -0.002 0.064 0.008
C 2.9966 -3.7783 -2.5610 -0.017 0.064 -0.007
C 2.3958 -2.5329 -2.6461 -0.006 -0.105 0.000
C 4.8872 -5.2606 -1.8895 0.039 -0.047 -0.007
F 4.6494 -6.0457 -2.9569 -0.010 -0.007 -0.032
F 4.4138 -5.9302 -0.8166 -0.027 -0.016 0.054
F 6.2290 -5.2113 -1.7375 0.027 0.011 -0.002
C 3.2885 1.4858 -1.8919 -0.064 0.022 0.041
C 2.9234 2.5263 -1.0405 0.055 -0.016 0.044
C 3.7941 3.5794 -0.7960 -0.010 0.005 0.000
C 5.0396 3.5966 -1.4029 -0.044 -0.049 -0.016
C 5.4183 2.5688 -2.2574 -0.002 -0.024 -0.004
C 4.5446 1.5215 -2.4980 0.004 0.032 0.024
C 5.9901 4.7277 -1.1771 0.061 0.060 0.012
F 7.2469 4.2949 -0.9263 0.022 -0.025 0.011
F 5.6401 5.5133 -0.1452 -0.021 0.003 0.030
F 6.0892 5.5342 -2.2572 -0.005 0.025 -0.046
H -1.1987 0.4329 -5.8143 0.001 0.008 -0.027
H -0.5367 0.3022 -3.4567 -0.012 -0.028 0.042
H 3.5794 0.1528 -4.6414 -0.001 -0.006 0.030
H 2.9212 0.3150 -6.9860 -0.007 0.002 -0.007
H 4.8947 -0.6774 -1.2887 -0.020 0.004 -0.027
H 5.9497 -2.8765 -1.1613 0.001 -0.016 -0.008
H 2.4573 -4.6501 -2.9098 0.011 -0.009 0.002
H 1.3822 -2.4605 -3.0488 -0.014 0.036 -0.005
H 1.9517 2.5011 -0.5601 0.046 0.002 -0.023
H 3.4960 4.3771 -0.1288 0.018 0.012 -0.012
H 6.3941 2.5805 -2.7263 0.005 0.013 0.005
H 4.8668 0.7181 -3.1446 -0.008 -0.008 -0.022
S -0.3128 2.0890 -1.5722 -0.180 0.205 -0.247
C -0.3269 1.7540 0.1330 0.278 -0.109 0.682
```
Positions in Å, forces in eV/Å.

Properties
E_HOMO (alpha / beta) (eV): -0.51 / -1.75
ΔE to the lowest compared entry with this formula, charge and spin (kcal per mole): 0.00
Total charge: -2
Spin multiplicity: 2

Per-atom Mulliken charges, elementary charge units: Ti -1.210; Cl -0.196; C 1.009; C -1.099; C 0.787; Cl -0.169; C 0.185; Cl -0.211; C 0.289; Cl -0.229; C 0.161; Cl -0.219; O -0.785; C -0.119; O -0.245; C 0.591; C -0.735; C -0.428; C -0.782; C -0.712; C 0.894; O 0.710; N 0.755; O -0.676; O -0.863; N 1.081; O -0.680; O -0.678; H 0.623; H 0.643; C -0.755; C -1.052; P 1.103; C 0.355; C -1.618; C 0.619; C -1.521; H 0.502; H -0.163; H 0.165; H 0.500; H 0.680; H -0.490; H 0.581; H 0.289; H 0.377; H 0.370; H 0.032; H 0.034; H 0.277; H 0.490; H 0.236; F -0.283; C 0.826; F -0.285; F -0.278; C 0.378; C -0.963; C 0.025; C 0.907; C -0.032; C -1.433; P 1.605; C 0.188; C -0.088; C -1.215; C 0.380; C -1.234; C -0.935; C 0.745; F -0.279; F -0.270; F -0.304; C 1.322; C -0.064; C -0.890; C 0.361; C -1.346; C -0.304; C 0.828; F -0.287; F -0.281; F -0.273; H 0.455; H -0.131; H 0.147; H 0.382; H 0.213; H 0.445; H 0.505; H 0.425; H -0.771; H 0.497; H 0.399; H 0.254; S -0.550; C 0.503